Below is C24H22BrCrF6N2O7S2Si as an isolated structure in a non-equilibrium geometry, with properties calculated with the ωB97M-V functional and the def2-TZVPD basis.

Structure (XYZ):
```
66
Properties=species:S:1:pos:R:3:lowdin_spin:R:1
Cr 0.012 0.214 0.588 1.17
F 3.474 -1.695 4.526 0.00
C 3.140 -1.925 3.265 0.00
F 4.150 -2.511 2.636 0.00
F 2.083 -2.723 3.228 0.00
S 2.785 -0.317 2.404 0.00
O 1.759 -0.671 1.416 0.00
O 4.043 0.153 1.942 0.00
N 2.178 0.566 3.573 0.00
S 0.785 1.249 3.435 0.00
O 0.475 1.655 2.049 0.01
O 0.560 2.213 4.450 0.00
C -0.474 -0.098 3.730 0.00
F 0.044 -1.127 4.364 0.00
F -0.926 -0.555 2.509 0.01
F -1.518 0.367 4.379 0.00
C -4.385 1.031 -1.029 0.00
Si -3.164 0.700 0.347 -0.01
C -3.306 -1.124 0.665 0.00
C -3.604 1.700 1.864 0.00
N -1.494 1.120 -0.104 -0.14
C -1.161 2.209 -0.926 0.00
C -2.041 3.188 -1.392 -0.02
C -1.601 4.213 -2.215 0.00
C -0.270 4.294 -2.594 -0.02
C 0.639 3.354 -2.123 0.00
C 0.173 2.356 -1.300 -0.02
O 0.998 1.379 -0.732 0.01
C 2.397 1.522 -0.884 0.00
C 3.040 2.470 -0.117 0.00
C 4.412 2.608 -0.260 0.00
C 5.100 1.799 -1.155 0.00
C 4.419 0.853 -1.911 0.00
C 3.043 0.706 -1.785 0.00
H -5.199 0.308 -0.928 0.00
H -3.936 0.887 -2.014 0.00
H -4.824 2.029 -0.994 0.00
H -4.316 -1.314 1.041 0.00
H -2.595 -1.541 1.373 0.00
H -3.185 -1.668 -0.275 0.00
H -4.273 1.154 2.534 0.00
H -4.103 2.630 1.583 0.00
H -2.708 1.973 2.426 0.00
H -3.079 3.152 -1.098 0.00
H -2.308 4.956 -2.560 0.00
H 0.073 5.089 -3.241 0.00
H 1.685 3.407 -2.389 0.00
H 2.475 3.083 0.575 0.00
H 4.942 3.336 0.340 0.00
H 6.172 1.902 -1.259 0.00
H 4.957 0.220 -2.603 0.00
H 2.479 -0.027 -2.344 0.00
Br 0.209 -3.100 -4.373 0.00
C -0.305 -3.983 -2.778 0.00
C -0.648 -5.321 -2.927 0.00
C -1.048 -6.071 -1.834 0.00
C -1.112 -5.482 -0.581 0.00
C -0.778 -4.147 -0.441 0.00
C -0.365 -3.370 -1.528 0.00
C -0.005 -1.927 -1.283 0.01
O 0.554 -1.237 -2.105 0.00
O -0.372 -1.501 -0.089 0.01
H -0.598 -5.767 -3.910 0.00
H -1.309 -7.113 -1.968 0.00
H -1.422 -6.058 0.281 0.00
H -0.826 -3.672 0.527 0.00
```

Properties
⟨S²⟩ = 1.035
net charge = 0
LUMO (spin up / spin down) = -0.054 / -0.005 Ha
gap between HOMO and LUMO (spin up / spin down) = 6.8 / 8.3 eV
E_HOMO (spin up / spin down) = -8.32 / -8.44 eV
multiplicity = 2

Below is C37H26BrCl3CrF5N3O3S4SeSi as an isolated structure in a non-equilibrium geometry, with properties calculated with the ωB97M-V functional and the def2-TZVPD basis.

Structure (XYZ):
```
85
Properties=species:S:1:pos:R:3:lowdin_spin:R:1
Cr -0.040 0.213 -0.322 3.67
C 0.304 -1.492 7.916 0.00
C -0.105 -1.063 6.536 0.00
C -1.135 -0.142 6.357 0.00
C -1.497 0.269 5.089 0.00
C -0.843 -0.249 3.979 0.00
C 0.154 -1.200 4.136 0.00
C 0.524 -1.590 5.409 0.00
S -1.233 0.401 2.360 0.01
O -2.123 1.531 2.551 0.00
O -1.728 -0.663 1.528 0.03
N 0.141 0.837 1.633 0.02
C 0.911 1.838 2.095 0.00
C 0.675 2.515 3.311 0.00
C 1.514 3.538 3.672 0.00
C 2.591 3.868 2.850 0.01
C 2.755 3.137 1.688 0.00
N 1.945 2.170 1.303 0.02
H 0.084 -0.716 8.648 0.00
H 1.368 -1.715 7.951 0.00
H -0.238 -2.393 8.206 0.00
H -1.645 0.261 7.222 0.00
H -2.280 0.995 4.933 0.00
H 0.636 -1.621 3.270 0.00
H 1.322 -2.307 5.536 0.00
H -0.173 2.235 3.913 0.00
H 1.342 4.086 4.591 0.00
H 3.271 4.669 3.109 0.00
H 3.584 3.336 1.017 0.00
C 0.332 5.459 -0.105 0.00
C -0.668 4.342 -0.092 0.00
C -2.013 4.543 0.244 0.01
C -2.878 3.455 0.176 0.00
C -2.367 2.223 -0.168 0.01
Br -3.545 0.781 -0.433 0.01
N -1.073 1.986 -0.424 0.01
C -0.265 3.070 -0.422 0.02
H -0.161 6.424 -0.208 0.00
H 1.033 5.322 -0.925 0.00
H 0.902 5.458 0.827 0.00
H -2.377 5.524 0.513 0.00
H -3.933 3.559 0.374 0.00
H 0.770 2.872 -0.676 0.01
F 0.999 -8.268 0.331 0.00
C 0.560 -7.036 -0.036 0.00
C 0.252 -6.762 -1.366 0.00
F 0.417 -7.736 -2.299 0.00
C -0.225 -5.522 -1.724 0.00
F -0.524 -5.307 -3.021 0.00
C -0.427 -4.479 -0.798 0.00
Se -1.120 -2.842 -1.311 0.02
C -0.080 -4.786 0.532 0.00
F -0.217 -3.840 1.477 0.00
C 0.388 -6.028 0.911 0.00
F 0.668 -6.297 2.208 0.00
Cl 2.806 -0.875 1.973 -0.01
Si 1.969 -1.007 -0.007 0.05
Cl 2.644 -2.974 -0.394 0.00
Cl 3.560 0.020 -1.030 0.00
O -0.345 -0.058 -2.173 0.09
C -0.298 -0.012 -3.538 0.01
C -1.715 0.003 -4.089 0.00
C -2.791 -0.649 -3.582 0.00
C -3.969 -0.446 -4.333 0.00
C -3.770 0.356 -5.406 0.00
S -2.133 0.888 -5.523 0.00
C 0.423 -1.242 -4.058 0.00
C 1.673 -1.659 -3.717 0.00
C 2.031 -2.882 -4.324 0.00
C 1.050 -3.370 -5.122 0.00
S -0.333 -2.352 -5.141 0.00
C 0.426 1.221 -4.047 0.00
C 1.418 1.334 -4.974 0.00
C 1.831 2.669 -5.184 0.00
C 1.137 3.552 -4.421 0.00
S -0.039 2.771 -3.437 0.00
H -2.741 -1.261 -2.701 0.00
H -4.917 -0.881 -4.071 0.00
H -4.477 0.685 -6.142 0.00
H 2.313 -1.116 -3.047 0.00
H 2.977 -3.365 -4.162 0.00
H 1.035 -4.275 -5.692 0.00
H 1.846 0.495 -5.491 0.00
H 2.609 2.951 -5.873 0.00
H 1.247 4.618 -4.361 0.00
```

Properties
⟨S²⟩ = 6.018
net charge = -2
energy relative to the best compared isomer or geometry (same formula, charge and spin) = 2.221 eV
LUMO (spin up / spin down) = 0.138 / 0.138 Ha
gap between HOMO and LUMO (spin up / spin down) = 4.8 / 4.8 eV
E_HOMO (spin up / spin down) = -1.01 / -1.06 eV
multiplicity = 5

Below is an isolated ion of composition C5H8N3O2 and charge +1 in a non-equilibrium geometry, with properties calculated with the ωB97M-V functional and the def2-TZVPD basis.

Structure (XYZ):
```
18
Properties=species:S:1:pos:R:3:lowdin_charge:R:1
C -1.617 -0.520 -2.413 0.01
C -1.983 -0.645 -0.311 0.03
C 0.976 -0.207 1.295 -0.44
C 2.459 -0.709 1.098 0.02
C -0.545 1.364 0.380 -0.14
N -0.867 0.435 -1.866 0.18
N -1.190 0.433 -0.566 -0.06
N 0.815 1.007 0.453 0.06
O 0.082 -0.611 1.956 0.10
O -2.319 -1.243 -1.451 0.15
H -1.638 -0.745 -3.435 0.14
H -2.156 -0.963 0.786 0.21
H 2.553 -0.878 0.006 0.09
H 3.187 0.085 1.478 0.12
H 2.587 -1.665 1.609 0.08
H -1.065 1.216 1.342 0.14
H -0.716 2.432 -0.058 0.18
H 1.435 1.215 -0.305 0.13
```

Properties
net charge = +1
energy relative to the best compared isomer or geometry (same formula, charge and spin) = 1.542 eV
LUMO = -0.168 Ha
SMILES string = CC(=O)NC[n+]1cocn1
gap between HOMO and LUMO = 9.8 eV
E_HOMO = -14.35 eV

Below is a 6-piece molecular cluster, C8H26ClO9 overall in a non-equilibrium geometry, with properties calculated with the ωB97M-V functional and the def2-TZVPD basis.

Structure (XYZ):
```
44
Properties=species:S:1:pos:R:3:lowdin_charge:R:1
Cl -0.550 0.418 0.040 0.56
O -1.270 0.699 1.216 -0.39
O 0.637 -0.263 0.447 -0.39
O -1.321 -0.502 -0.758 -0.40
O -0.311 1.635 -0.652 -0.37
C 4.990 -2.474 1.909 -0.11
C 5.682 -1.594 0.884 -0.30
O 5.008 -0.307 0.950 -0.08
H 5.430 -3.469 1.964 0.07
H 3.909 -2.507 1.773 0.08
H 5.067 -2.019 2.896 0.07
H 5.479 -2.072 -0.074 0.10
H 6.753 -1.508 1.070 0.11
H 4.181 -0.604 0.563 0.07
C 2.946 4.439 -4.783 -0.09
C 2.292 5.579 -3.966 -0.34
O 0.892 5.648 -4.111 -0.07
H 2.736 4.639 -5.834 0.06
H 2.536 3.507 -4.395 0.07
H 4.027 4.460 -4.923 0.06
H 2.773 6.486 -4.330 0.10
H 2.577 5.450 -2.922 0.11
H 0.516 4.956 -3.562 0.09
C -4.838 -4.312 -1.647 -0.09
C -3.862 -5.422 -1.121 -0.24
O -3.165 -4.834 0.059 -0.13
H -5.264 -4.558 -2.620 0.06
H -4.415 -3.311 -1.735 0.07
H -5.649 -4.158 -0.936 0.07
H -2.996 -5.613 -1.754 0.10
H -4.392 -6.331 -0.836 0.10
H -2.710 -4.050 -0.256 0.07
C -5.852 2.637 0.295 -0.16
O -5.003 3.681 0.779 -0.13
H -6.422 2.490 1.212 0.07
H -6.556 2.872 -0.504 0.07
H -5.358 1.722 -0.032 0.08
H -4.195 3.261 1.085 0.07
C 0.791 -0.955 5.453 -0.14
O 1.464 0.132 6.106 -0.14
H 1.055 -1.055 4.400 0.08
H 1.221 -1.818 5.961 0.06
H -0.284 -0.966 5.634 0.07
H 1.456 -0.009 7.055 0.06
```

Properties
net charge = -1
LUMO = 0.105 Ha
gap between HOMO and LUMO = 8.7 eV
E_HOMO = -5.82 eV

What is the net charge in the fourth record? -1

Among the records above, which one has the lowest net charge? C37H26BrCl3CrF5N3O3S4SeSi

The highest net charge belongs to which entry? C5H8N3O2

What is the net charge in the second record? -2